No. 1
Here is a molecular structure, C2H10N2O at a distorted geometry from OMol25. Energies are from ωB97M-V/def2-TZVPD.

Structure (XYZ):
```
15
Properties=species:S:1:pos:R:3:forces:R:3
C 1.545 -0.499 -0.539 0.7 -0.4 -1.0
N 0.497 -1.064 -1.424 0.4 -0.6 0.2
H 1.306 -0.724 0.484 -0.1 0.0 0.4
H 2.560 -0.890 -0.765 -0.5 0.3 0.1
H 1.529 0.585 -0.633 0.2 0.0 0.0
H -0.628 0.105 -0.467 -0.7 0.3 -0.7
H 0.459 -2.074 -1.232 -0.1 0.6 -0.4
H 0.731 -0.935 -2.413 -0.1 -0.1 0.5
N -1.295 0.774 -0.046 -1.9 -0.2 0.1
C -0.829 0.635 1.744 1.8 -0.8 1.1
O 0.439 0.639 1.897 -2.2 0.1 -0.3
H -2.312 0.530 -0.186 1.7 -0.1 0.0
H -1.228 1.738 -0.347 0.6 -0.1 -0.1
H -1.392 1.541 2.002 -0.2 -0.1 0.3
H -1.382 -0.361 1.923 0.4 1.2 -0.2
```
Positions in Å, forces in eV/Å.

Maximum force in eV Å⁻¹: 2.27
Frontier orbital gap in eV: 8.996
Charge: 0

These are the Löwdin partial charges, in e, on atoms 1 to 5:
1 C -0.1830
2 N -0.0935
3 H 0.0452
4 H 0.0779
5 H 0.0695


No. 2
Here is 2 unconnected molecules or ions with the total composition C2H10N2O at a distorted geometry from OMol25. Energies are from ωB97M-V/def2-TZVPD.

Structure (XYZ):
```
15
Properties=species:S:1:pos:R:3:forces:R:3
C 0.325 0.363 1.275 2.0 -0.3 2.8
N -1.025 0.404 0.829 -1.3 0.3 0.9
C -1.518 -0.371 -0.304 4.1 -1.1 -0.9
N -1.386 -1.891 -0.307 1.6 1.5 1.0
H 0.371 0.817 2.380 -0.3 -1.1 -2.1
H 1.038 1.089 0.759 -0.5 -1.4 -0.1
H 0.738 -0.734 1.454 -0.7 2.3 -0.9
H -1.301 1.394 0.917 -0.6 -1.1 -0.7
H -2.493 -0.270 -0.563 -3.0 1.4 -0.1
H -0.878 -0.109 -1.200 -0.8 -0.2 0.4
H -1.494 -2.309 0.622 -0.5 0.4 -0.1
H -0.374 -1.934 -0.419 0.0 -0.9 -0.3
O 2.454 1.512 -2.098 1.4 -1.0 3.1
H 2.743 0.599 -2.207 -0.3 -0.4 -1.5
H 2.802 1.441 -1.139 -1.1 1.5 -1.6
```
Positions in Å, forces in eV/Å.

Maximum force in eV Å⁻¹: 4.31
Frontier orbital gap in eV: 9.217
SMILES: CNCN.O
Charge: 0

These are the Löwdin partial charges, in e, on atoms 1 to 5:
1 C -0.1982
2 N -0.1602
3 C -0.2857
4 N -0.0035
5 H 0.1014


No. 3
Here is 2 unconnected molecules or ions with the total composition C2H10N2O2 at a distorted geometry from OMol25. Energies are from ωB97M-V/def2-TZVPD.

Structure (XYZ):
```
16
Properties=species:S:1:pos:R:3:forces:R:3
N -1.769 -0.618 -1.889 0.4 0.4 -0.5
C -1.157 -0.813 -0.636 -0.9 -0.3 0.9
O -2.104 -1.351 0.321 -0.3 -0.2 -0.1
H -2.574 -0.013 -1.882 -0.1 -0.1 0.1
H -1.938 -1.468 -2.402 -0.2 0.0 0.1
H -0.356 -1.520 -0.745 0.6 -0.2 -0.1
H -0.809 0.112 -0.182 0.2 0.2 -0.4
H -1.651 -1.831 1.021 0.2 0.1 -0.1
N 1.001 1.931 0.674 -0.1 0.6 0.2
C 2.042 0.995 0.349 0.0 0.2 -0.2
O 1.938 -0.177 1.121 0.0 -0.2 0.3
H 0.297 2.052 -0.035 -0.1 -0.2 -0.1
H 1.358 2.849 0.901 0.0 -0.1 0.0
H 2.006 0.684 -0.693 0.0 -0.1 -0.1
H 3.004 1.478 0.522 0.2 0.0 0.0
H 1.739 0.123 2.019 0.0 -0.2 -0.2
```
Positions in Å, forces in eV/Å.

Maximum force in eV Å⁻¹: 1.27
Frontier orbital gap in eV: 10.592
SMILES: NCO.NCO
Charge: 0

These are the Löwdin partial charges, in e, on atoms 1 to 5:
1 N 0.0269
2 C -0.3509
3 O -0.0866
4 H 0.0717
5 H 0.0724


No. 4
Here is 3 unconnected molecules or ions with the total composition C2H10N2O2 at a distorted geometry from OMol25. Energies are from ωB97M-V/def2-TZVPD.

Structure (XYZ):
```
16
Properties=species:S:1:pos:R:3:forces:R:3
N 2.050 0.794 -0.594 0.5 -0.1 0.1
C 0.656 0.985 -0.325 0.8 0.4 0.5
C -0.220 0.537 -1.207 -0.3 0.2 -0.3
N -1.619 0.572 -1.138 0.2 -0.5 -0.2
H 2.436 -0.037 -0.163 -0.3 -0.2 0.0
H 2.620 1.534 -0.204 -0.2 0.2 -0.1
H 0.429 1.537 0.595 -0.4 -0.2 -0.3
H 0.179 0.081 -2.110 0.0 -0.1 0.1
H -2.020 1.316 -0.595 -0.1 0.1 0.0
H -2.033 0.453 -2.052 -0.2 0.3 0.3
O 0.831 -0.645 2.534 -0.4 0.1 0.1
H 0.535 -0.562 1.619 0.1 -0.1 -0.1
H 0.022 -0.944 2.973 0.3 0.0 0.0
O -1.129 -2.157 0.475 -0.1 0.2 -0.1
H -1.866 -1.550 0.613 0.0 -0.1 0.1
H -0.871 -1.914 -0.422 0.2 -0.1 0.1
```
Positions in Å, forces in eV/Å.

Maximum force in eV Å⁻¹: 1.03
Frontier orbital gap in eV: 9.040
SMILES: N/C=C/N.O.O
Charge: 0

These are the Löwdin partial charges, in e, on atoms 1 to 5:
1 N -0.0016
2 C -0.2497
3 C -0.2360
4 N 0.0314
5 H 0.0673